1.
Molecular formula: C26H19F3MnN6O2S2Se
Method: DFT, wB97M-V/def2-TZVPD

Properties
* max |F|: 1.1 eV/A
* E_HOMO (spin up / spin down): -8.528 / -8.653 eV
* molar mass: 702.50 g mol⁻¹
* orbital gap (spin up / spin down): 6.25 / 7.39 eV
* expectation value of S²: 4.147
* energy above the lowest of the compared OMol25 structures with the same formula, charge and spin: 8.3 kcal/mol

ORCA input file:
```
! RIJCOSX wB97M-V def2-TZVPD def2/J DEFGRID3
* xyz 0 4
Mn -0.15412 -0.28703 -0.94899
F 1.25268 -3.41260 3.06434
C 1.96880 -2.28231 3.20530
F 1.26273 -1.44523 3.97715
F 3.10122 -2.59067 3.86701
C 2.28827 -1.67231 1.87074
C 3.58909 -1.46404 1.48140
C 3.87621 -0.91995 0.22526
C 2.83864 -0.61536 -0.60641
N 1.56968 -0.81826 -0.21953
C 1.25904 -1.30446 0.99303
S -0.44211 -1.36753 1.23700
H 4.39333 -1.72554 2.15688
H 4.89415 -0.74300 -0.09579
H 2.98398 -0.21595 -1.59918
C -3.65397 1.70913 5.97951
C -2.70391 1.81201 4.81149
C -1.47554 2.45424 4.95779
C -0.58998 2.54691 3.90238
C -0.92504 1.99006 2.66822
C -2.14407 1.35257 2.49753
C -3.02277 1.26821 3.57139
S 0.30441 2.20752 1.40969
O 0.38100 3.62635 1.19920
O 1.49206 1.51747 1.82153
N -0.19045 1.48076 0.04156
C -1.36500 1.84549 -0.59222
C -2.05173 3.06820 -0.61442
C -3.17095 3.15724 -1.40884
C -3.60415 2.06365 -2.17022
C -2.88749 0.90181 -2.10630
N -1.80931 0.79208 -1.32043
H -3.82278 2.68954 6.43241
H -3.24492 1.05684 6.75469
H -4.61717 1.30439 5.67095
H -1.21057 2.88911 5.91781
H 0.36832 3.04330 4.02327
H -2.42679 0.91202 1.55321
H -3.96987 0.75741 3.43780
H -1.67382 3.89642 -0.03347
H -3.71250 4.09525 -1.46556
H -4.48197 2.12241 -2.80074
H -3.16353 0.02040 -2.66836
N 1.38094 0.47042 -7.14690
C 1.42235 0.63966 -6.00023
N 1.52099 0.88608 -4.70777
C 0.98645 0.51500 -3.65424
N 0.54727 0.22924 -2.60200
Se -0.69893 -2.51748 -1.63745
C 0.63356 -2.90498 -2.95101
C 0.41263 -2.66604 -4.30822
C 1.40129 -2.97242 -5.23498
C 2.60845 -3.51515 -4.80649
C 2.82014 -3.76707 -3.45676
C 1.83202 -3.46629 -2.52605
H -0.53576 -2.25203 -4.63154
H 1.23404 -2.77596 -6.28707
H 3.38261 -3.74740 -5.52986
H 3.75428 -4.20575 -3.12598
H 1.98854 -3.66639 -1.47146
*
```

So, what does the Löwdin scheme give us? The charges, in e, come out as: 0.46, 0.14, -0.59, 0.15, 0.14, -0.10, 0.04, -0.02, -0.08, -0.10, -0.65, 0.77, 0.13, 0.12, 0.12, -0.05, -0.26, -0.03, -0.05, -0.27, -0.08, -0.03, 0.59, -0.28, -0.28, -0.19, -0.39, 0.01, -0.03, -0.06, -0.10, -0.01, 0.08, 0.08, 0.07, 0.12, 0.12, 0.09, 0.11, 0.11, 0.12, 0.11, 0.12, 0.10, -0.37, 0.12, -0.28, 0.05, 0.83, -0.62, -0.14, -0.08, -0.08, -0.08, -0.14, 0.10, 0.11, 0.11, 0.10, 0.10



2.
Molecular formula: C3H8N2O
Method: DFT, wB97M-V/def2-TZVPD

Properties
* max |F|: 0.3 eV/A
* E_HOMO: -9.441 eV
* molar mass: 88.11 g mol⁻¹
* SMILES string: CNC(=O)NC
* orbital gap: 10.40 eV
* energy above the lowest of the compared OMol25 structures with the same formula, charge and spin: 11.5 kcal/mol

ORCA input file:
```
! RIJCOSX wB97M-V def2-TZVPD def2/J DEFGRID3
* xyz 0 1
C -2.24105 0.53651 0.11906
N -0.83820 0.31685 0.41623
C -0.13150 -0.63904 -0.25668
O -0.57598 -1.28020 -1.19314
N 1.17825 -0.83574 0.25947
C 2.16184 0.18355 -0.12151
H -2.46730 1.60632 0.05255
H -2.89650 0.07638 0.87132
H -2.44341 0.06512 -0.84452
H -0.49623 0.55377 1.33528
H 1.47335 -1.73364 -0.10950
H 3.12117 -0.07349 0.33414
H 2.29604 0.25002 -1.21073
H 1.85891 1.16617 0.24784
*
```

So, what does the Löwdin scheme give us? The charges, in e, come out as: -0.08, 0.01, -0.58, 0.05, -0.03, -0.11, 0.08, 0.08, 0.08, 0.13, 0.12, 0.08, 0.08, 0.07



3.
Molecular formula: C29H33F7N4O21
Method: DFT, wB97M-V/def2-TZVPD

Properties
* max |F|: 5.7 eV/A
* E_HOMO: -11.097 eV
* molar mass: 906.58 g mol⁻¹
* SMILES string: O=C1OC[C@@H](F)O1.O=C1OC[C@@H](F)O1.O=C1OC[C@@H](F)O1.O=C1OC[C@@H](F)O1.O=C1OC[C@@H](F)O1.O=C1OC[C@@H](F)O1.O=C1OC[C@@H](F)O1.CC#N.CC#N.CC#N.CC#N
* orbital gap: 11.20 eV
* energy above the lowest of the compared OMol25 structures with the same formula, charge and spin: 117.4 kcal/mol

ORCA input file:
```
! RIJCOSX wB97M-V def2-TZVPD def2/J DEFGRID3
* xyz 0 1
C -2.37764 9.25157 3.36366
C -0.96541 9.18139 2.83385
O -0.91903 7.89663 2.29712
C -2.16422 7.42226 2.15094
O -2.50192 6.31336 1.75374
O -3.08157 8.24494 2.77623
F -0.07510 9.24669 3.80102
H -2.72030 10.16497 2.87749
H -2.50638 9.30357 4.44478
H -0.70566 9.95175 2.10778
C -2.21982 5.27486 -10.26928
C -3.30591 4.29937 -10.20633
O -2.89750 3.50253 -9.07325
C -2.09284 4.30081 -8.31875
O -1.78128 4.11655 -7.18761
O -1.83068 5.45130 -8.94041
F -3.21636 3.53516 -11.32923
H -2.58348 6.12576 -10.84533
H -1.41008 4.86031 -10.86976
H -4.27349 4.79025 -10.10177
C 5.94117 -2.25515 -3.87183
C 5.59318 -1.19463 -4.86950
O 6.20453 -1.66276 -6.07412
C 6.40696 -3.03269 -5.90213
O 6.74350 -3.82051 -6.73665
O 5.92133 -3.35699 -4.68898
F 6.23479 -0.11203 -4.46107
H 5.18684 -2.26804 -3.08511
H 6.91804 -2.08660 -3.41860
H 4.53680 -0.94203 -4.96095
C -2.33453 -8.25467 1.50781
C -2.74185 -9.53139 0.84594
O -1.46861 -10.25482 0.74954
C -0.51300 -9.71530 1.49906
O 0.57145 -10.23137 1.75063
O -1.06758 -8.55090 2.06937
F -3.18316 -9.24721 -0.40191
H -3.06210 -7.91579 2.24531
H -2.18970 -7.51878 0.71687
H -3.54291 -10.05592 1.36676
C 6.58196 -6.53323 6.28933
C 6.14644 -7.86244 5.65715
O 6.12003 -7.55681 4.34326
C 5.84239 -6.25123 4.17692
O 5.32713 -5.72634 3.15526
O 6.22508 -5.56993 5.30924
F 4.93161 -8.31459 6.02289
H 7.65982 -6.57097 6.44708
H 6.05185 -6.32037 7.21765
H 6.78694 -8.70253 5.92567
C -5.79552 -1.98096 -7.05320
C -5.73957 -1.09909 -5.81888
O -4.52693 -1.39409 -5.24718
C -3.99555 -2.41522 -5.86749
O -2.97347 -2.98624 -5.55110
O -4.72552 -2.82745 -6.89489
F -6.73593 -1.34798 -4.95281
H -5.50184 -1.36792 -7.90528
H -6.71110 -2.52915 -7.27521
H -5.69272 -0.03154 -6.03390
C 0.30905 0.25952 -0.87191
C -0.00290 -0.67716 0.29203
O 0.37181 0.10764 1.41029
C 1.24964 0.99569 0.97981
O 2.02057 1.63601 1.68265
O 1.27115 1.06625 -0.34802
F 0.56787 -1.87726 0.15348
H -0.53251 0.85113 -1.23228
H 0.77490 -0.31546 -1.67221
H -1.06029 -0.92539 0.38364
C 3.11064 4.53754 8.57949
C 4.29298 4.94084 9.31388
N 5.28912 5.15867 9.89727
H 2.53579 5.40225 8.24794
H 2.42555 3.99875 9.23405
H 3.42382 3.97614 7.69923
C -9.22599 -4.94552 -1.29532
C -8.25881 -4.41096 -0.33843
N -7.45860 -4.01163 0.43616
H -9.96953 -4.18970 -1.54827
H -9.74666 -5.83288 -0.93532
H -8.64965 -5.09731 -2.20795
C 6.57295 7.03394 3.57667
C 6.91055 8.49132 3.67498
N 7.24358 9.59124 3.77565
H 6.75664 6.65204 2.57243
H 5.53661 6.94809 3.90337
H 7.20945 6.49353 4.27733
C -2.82846 2.96569 7.10203
C -3.70370 4.12388 7.20661
N -4.37965 5.01658 7.36268
H -3.38501 2.13940 6.65978
H -2.44332 2.76718 8.10221
H -2.02937 3.29192 6.43637
*
```

So, what does the Löwdin scheme give us? The charges, in e, come out as: -0.12, -0.35, 0.16, -0.48, 0.14, 0.08, 0.11, 0.14, 0.15, 0.17, -0.11, -0.30, 0.14, -0.56, 0.18, 0.11, 0.07, 0.15, 0.15, 0.18, -0.10, -0.34, 0.13, -0.50, 0.18, 0.08, 0.08, 0.15, 0.15, 0.17, -0.08, -0.27, 0.13, -0.48, 0.14, 0.04, 0.07, 0.14, 0.14, 0.17, -0.06, -0.36, 0.15, -0.45, 0.12, 0.07, 0.08, 0.14, 0.14, 0.17, -0.07, -0.33, 0.18, -0.58, 0.15, 0.10, 0.09, 0.14, 0.15, 0.17, -0.09, -0.31, 0.17, -0.56, 0.14, 0.09, 0.09, 0.15, 0.15, 0.17, -0.09, -0.28, 0.12, 0.08, 0.08, 0.09, -0.08, -0.28, 0.11, 0.08, 0.08, 0.08, -0.07, -0.27, 0.11, 0.08, 0.07, 0.08, -0.07, -0.31, 0.13, 0.08, 0.08, 0.08



4.
Molecular formula: C29H30Br4CoN2O2PSSi
Method: DFT, wB97M-V/def2-TZVPD

Properties
* max |F|: 1.2 eV/A
* E_HOMO (spin up / spin down): -6.401 / -7.680 eV
* molar mass: 908.25 g mol⁻¹
* orbital gap (spin up / spin down): 6.54 / 5.88 eV
* expectation value of S²: 6.030
* energy above the lowest of the compared OMol25 structures with the same formula, charge and spin: 0.0 kcal/mol

ORCA input file:
```
! RIJCOSX wB97M-V def2-TZVPD def2/J DEFGRID3
* xyz 0 5
Co -0.53777 0.04094 0.97697
Br 3.44954 5.10838 -1.89770
C 2.83673 3.73045 -0.78678
C 3.69989 3.21646 0.25796
Br 5.40912 3.94837 0.49295
C 3.27826 2.20415 1.07505
Br 4.33140 1.47424 2.44964
C 1.97476 1.63248 0.90694
O 1.51752 0.70826 1.59513
C 1.10031 2.15977 -0.15897
O -0.02694 1.65047 -0.28449
C 1.58160 3.22435 -0.97863
Br 0.40071 3.85133 -2.29877
C -3.25069 1.88742 -0.40883
P -2.61573 0.18442 -0.21939
C -4.11541 -0.74585 0.24702
C -5.20436 -0.84806 -0.62040
C -6.34902 -1.52720 -0.23327
C -6.41682 -2.11737 1.02606
C -5.33797 -2.02796 1.89286
C -4.18810 -1.34504 1.50340
C -2.31034 -0.37713 -1.91960
C -2.24238 -1.75246 -2.15238
C -1.95186 -2.23241 -3.41954
C -1.71840 -1.34201 -4.46389
C -1.76729 0.02594 -4.23341
C -2.05821 0.50902 -2.96180
H -4.08866 1.91824 -1.10574
H -2.44786 2.54148 -0.75006
H -3.58367 2.23001 0.57126
H -5.14936 -0.40775 -1.61170
H -7.18933 -1.60418 -0.91590
H -7.30974 -2.65395 1.32389
H -5.38331 -2.49566 2.87017
H -3.34120 -1.28994 2.17594
H -2.40245 -2.45118 -1.33536
H -1.89724 -3.30214 -3.58826
H -1.49069 -1.71548 -5.45459
H -1.57000 0.72298 -5.04199
H -2.06389 1.57986 -2.78551
C 1.37332 -1.65414 -1.33211
Si 0.52955 -1.98986 0.32460
C 1.87297 -2.60180 1.49532
C -0.54467 -3.53056 0.06567
C -1.58102 -3.82943 0.96194
C -2.35187 -4.98339 0.82934
C -2.10400 -5.86936 -0.21378
C -1.08632 -5.59537 -1.12122
C -0.31763 -4.43947 -0.98130
H 2.11948 -2.42233 -1.59217
H 1.88961 -0.68323 -1.30231
H 0.62358 -1.60908 -2.13579
H 2.36415 -3.49004 1.07102
H 1.41962 -2.89269 2.45419
H 2.63789 -1.83450 1.68704
H -1.79578 -3.13503 1.77621
H -3.15267 -5.18745 1.53418
H -2.70393 -6.76741 -0.32143
H -0.89206 -6.28319 -1.93982
H 0.46466 -4.23449 -1.71117
C 0.66043 -0.61240 6.83507
N -0.27375 -0.49754 5.72667
C 0.03809 -0.13208 4.47638
N 1.30754 0.12123 4.19365
S -1.23266 -0.01296 3.32945
H 0.25878 -1.31445 7.56114
H 0.83972 0.34296 7.33175
H 1.61200 -1.01856 6.49480
H -1.25764 -0.57047 5.90740
H 2.02543 0.08018 4.89334
H 1.55690 0.38067 3.25267
*
```

So, what does the Löwdin scheme give us? The charges, in e, come out as: 0.22, 0.75, -0.74, -0.74, 0.75, -0.64, 0.80, -0.37, -0.14, -0.38, -0.11, -0.65, 0.80, -0.23, 0.97, -0.35, -0.09, -0.08, -0.08, -0.08, -0.11, -0.36, -0.10, -0.08, -0.08, -0.08, -0.09, 0.05, 0.02, 0.05, 0.11, 0.10, 0.10, 0.10, 0.03, 0.10, 0.11, 0.10, 0.10, 0.08, -0.22, 0.52, -0.23, -0.32, -0.12, -0.09, -0.10, -0.10, -0.11, 0.03, 0.02, 0.01, 0.03, 0.02, 0.01, 0.08, 0.10, 0.10, 0.10, 0.10, -0.06, -0.06, -0.81, 0.15, 0.67, 0.09, 0.09, 0.08, 0.11, 0.10, 0.02



5.
Molecular formula: C3H15NO4
Method: DFT, wB97M-V/def2-TZVPD

Properties
* max |F|: 1.0 eV/A
* E_HOMO: -9.628 eV
* molar mass: 129.16 g mol⁻¹
* SMILES string: CNCCO.O.O.O
* orbital gap: 10.05 eV
* energy above the lowest of the compared OMol25 structures with the same formula, charge and spin: 29.8 kcal/mol

ORCA input file:
```
! RIJCOSX wB97M-V def2-TZVPD def2/J DEFGRID3
* xyz 0 1
C 0.27908 -2.91634 0.12327
N 0.23807 -1.58045 0.70380
C 1.36133 -0.73446 0.24645
C 1.56612 0.34431 1.29432
O 0.43321 1.19169 1.32970
H 1.13435 -3.09593 -0.53790
H -0.59673 -3.15802 -0.47948
H 0.41239 -3.71735 0.85637
H 0.29136 -1.65502 1.71137
H 2.23373 -1.37284 0.09698
H 1.14893 -0.21182 -0.68658
H 1.76595 -0.12458 2.26845
H 2.40348 1.03672 1.17894
H -0.37770 0.70517 1.51559
H -2.08012 -0.57115 0.85874
H -2.97017 0.07562 1.86379
O -2.35449 0.31690 1.15394
H -0.31794 3.10296 -0.13039
H 0.53186 2.16615 -0.95325
O 0.11635 3.01911 -0.98505
H -0.81262 1.00812 -3.32426
H -1.55395 -0.17430 -2.91251
O -0.91578 0.07631 -3.58141
*
```

So, what does the Löwdin scheme give us? The charges, in e, come out as: -0.13, -0.12, -0.21, -0.26, -0.08, 0.07, 0.07, 0.08, 0.10, 0.11, 0.11, 0.11, 0.12, 0.04, 0.03, 0.05, -0.06, 0.03, -0.01, -0.06, 0.04, 0.02, -0.06



6.
Molecular formula: CH5OP
Method: DFT, wB97M-V/def2-TZVPD

Properties
* max |F|: 6.7 eV/A
* E_HOMO (spin up / spin down): -4.122 / -11.864 eV
* molar mass: 64.02 g mol⁻¹
* orbital gap (spin up / spin down): 5.06 / 8.15 eV
* expectation value of S²: 2.005
* energy above the lowest of the compared OMol25 structures with the same formula, charge and spin: 59.9 kcal/mol

ORCA input file:
```
! RIJCOSX wB97M-V def2-TZVPD def2/J DEFGRID3
* xyz 0 3
C -0.73512 -0.46754 -0.09668
O 1.98744 -0.36466 -0.25148
P 0.76446 0.49821 0.00982
H -0.88539 -1.31998 -0.92005
H -0.61282 -1.03691 0.88164
H -1.67131 0.10970 0.03309
H 0.52962 1.68809 -0.89840
H 0.62311 0.89310 1.24206
*
```

So, what does the Löwdin scheme give us? The charges, in e, come out as: -0.34, -0.25, 0.54, 0.08, 0.05, 0.04, -0.03, -0.10